[1]
{
  "formula": "C28H23N7O8SSbSeTc",
  "method": "the ωB97M-V functional and the def2-TZVPD basis",
  "species": ["Tc", "S", "C", "C", "C", "C", "C", "C", "N", "C", "C", "C", "C", "C", "C", "C", "H", "H", "H", "H", "H", "H", "H", "H", "O", "N", "O", "O", "C", "O", "C", "C", "C", "C", "C", "C", "N", "O", "O", "N", "O", "O", "H", "H", "H", "C", "Sb", "C", "C", "H", "H", "H", "H", "H", "H", "H", "H", "H", "Se", "N", "C", "C", "C", "C", "N", "C", "N", "H", "H", "H"],
  "positions_angstrom": [[0.997505, -0.096703, -0.686106], [2.806152, -0.053644, 3.479854], [1.089991, -0.019420, 3.747047], [0.414646, 0.028615, 4.964922], [-0.962097, 0.085963, 4.927000], [-1.651017, 0.089690, 3.706144], [-0.983269, 0.031370, 2.501307], [0.409105, -0.022543, 2.530794], [1.273302, -0.061672, 1.429613], [2.541301, -0.062512, 1.794623], [3.564068, -0.006313, 0.757993], [4.930888, 0.007613, 1.018207], [5.815259, 0.119340, -0.041289], [5.331967, 0.218483, -1.342196], [3.964940, 0.201290, -1.599055], [3.059372, 0.087964, -0.547132], [0.949666, 0.031694, 5.904086], [-1.517055, 0.132865, 5.853627], [-2.731767, 0.137306, 3.709798], [-1.507176, 0.004604, 1.558975], [5.307365, -0.064047, 2.032120], [6.880312, 0.132529, 0.143674], [6.029225, 0.316478, -2.164401], [3.609491, 0.293508, -2.617854], [1.143734, -0.575943, -4.671330], [1.167461, -0.992613, -3.589534], [1.019386, 0.027198, -2.615574], [-1.565511, 2.054809, -1.341493], [-1.883514, 0.914762, -1.038061], [-1.055451, -0.023385, -0.709431], [-3.317954, 0.472698, -0.977392], [-3.616995, -0.816920, -0.560031], [-4.937134, -1.205559, -0.505575], [-5.984205, -0.376917, -0.854093], [-5.641767, 0.899620, -1.261162], [-4.336970, 1.349734, -1.329867], [-6.733244, 1.826361, -1.642450], [-7.862342, 1.390338, -1.614833], [-6.412125, 2.944861, -1.979117], [-5.237893, -2.584992, -0.042719], [-4.306335, -3.245246, 0.377815], [-6.394749, -2.923570, -0.031649], [-2.832551, -1.502904, -0.284172], [-7.011363, -0.705690, -0.810997], [-4.114539, 2.356070, -1.654045], [3.020894, 3.277994, 0.074820], [1.102945, 2.628774, -0.571560], [-0.050338, 3.614161, 0.888625], [0.923570, 3.701044, -2.362929], [3.023793, 4.366996, 0.111322], [3.790305, 2.934160, -0.612294], [3.234724, 2.888508, 1.069002], [0.262745, 4.657074, 0.907672], [0.138016, 3.166992, 1.863931], [-1.102624, 3.537280, 0.636639], [1.112299, 4.748745, -2.135593], [-0.077122, 3.561130, -2.758832], [1.663306, 3.335741, -3.071718], [-1.365911, -4.081404, 1.419061], [-0.363087, -5.261016, 0.566826], [0.492961, -4.563551, -0.162521], [1.490877, -5.120847, -1.019345], [2.301563, -4.262561, -1.681483], [2.140621, -2.854809, -1.518566], [1.239558, -2.297055, -0.753604], [0.388682, -3.139643, -0.054202], [-0.540005, -2.665464, 0.745090], [1.579232, -6.194195, -1.115543], [3.082208, -4.610683, -2.341549], [2.802657, -2.182574, -2.049305]],
  "atomic_forces_ev_per_a": [[-0.06, -0.12, -0.31], [0.05, 0.00, 0.10], [-0.02, 0.02, 0.14], [0.00, 0.01, -0.09], [-0.03, 0.01, -0.01], [-0.02, 0.00, 0.02], [0.03, -0.04, 0.08], [0.15, -0.02, -0.16], [-0.09, 0.05, 0.15], [-0.01, 0.01, -0.22], [0.05, 0.02, 0.13], [0.04, -0.02, -0.01], [-0.02, -0.01, 0.01], [-0.02, 0.00, -0.06], [0.14, 0.03, 0.14], [-0.10, -0.07, -0.07], [0.01, -0.01, 0.01], [-0.01, 0.00, 0.00], [0.00, 0.00, 0.01], [-0.01, 0.00, -0.04], [-0.01, 0.00, 0.01], [0.01, 0.01, 0.00], [0.01, -0.01, 0.00], [-0.01, 0.01, -0.02], [-0.03, 0.18, -0.05], [-0.09, 0.02, 0.52], [0.07, 0.00, -0.57], [-0.08, 0.07, 0.01], [-0.02, -0.13, 0.00], [0.14, -0.05, 0.17], [-0.01, 0.12, -0.07], [0.00, 0.12, -0.05], [-0.03, -0.34, -0.06], [0.11, 0.05, -0.03], [-0.09, 0.06, 0.04], [0.04, -0.12, 0.03], [0.01, -0.05, -0.20], [0.01, 0.03, 0.07], [-0.02, 0.02, 0.07], [-0.13, 0.52, 0.50], [0.09, -0.14, -0.17], [-0.06, -0.17, -0.19], [0.05, -0.02, 0.01], [0.00, 0.02, -0.01], [-0.01, 0.00, 0.00], [-0.02, 0.06, 0.02], [0.13, -0.25, 0.10], [-0.05, 0.03, 0.04], [-0.04, 0.02, -0.07], [0.02, 0.00, 0.01], [0.02, -0.01, -0.02], [0.00, 0.00, 0.02], [-0.04, 0.01, 0.02], [0.00, -0.02, 0.00], [-0.03, 0.02, 0.01], [-0.01, 0.02, -0.06], [0.00, 0.01, -0.01], [0.00, 0.00, -0.01], [0.14, -0.09, -0.10], [-0.08, 0.25, 0.05], [0.08, -0.27, -0.05], [-0.12, -0.01, 0.11], [0.02, 0.21, -0.02], [0.15, -0.20, -0.05], [-0.26, 0.05, 0.17], [0.13, 0.37, -0.10], [-0.05, -0.19, 0.04], [-0.02, -0.01, 0.02], [-0.01, -0.01, -0.01], [0.00, -0.07, 0.04]],
  "lowdin_charge": [1.4626, 1.1834, -0.4408, -0.0683, -0.0603, -0.0512, -0.0216, -0.2935, -0.0685, -0.5388, -0.2756, -0.0287, -0.0521, -0.0546, -0.1174, -0.3107, 0.1173, 0.1146, 0.1137, 0.0886, 0.1097, 0.1143, 0.1146, 0.0976, 0.0790, -0.1135, -0.4092, -0.0132, -0.5705, -0.2397, -0.0834, 0.0712, -0.0968, 0.1018, -0.0950, 0.0944, -0.3481, 0.1040, 0.1000, -0.3395, 0.0144, 0.1211, 0.1042, 0.1392, 0.1381, -0.2741, 1.4336, -0.2558, -0.2550, 0.0216, 0.0114, 0.0125, 0.0237, 0.0116, 0.0101, 0.0240, 0.0126, 0.0209, 1.2454, -0.2003, -0.3790, 0.0384, -0.0122, -0.0980, 0.0088, -0.4334, -0.2082, 0.1327, 0.1195, 0.0967],
  "spin_multiplicity": 4,
  "orbital_gap_ha": [0.2744, 0.2650],
  "s_squared": 3.784,
  "de_lowest_kj_mol": 0.0,
  "total_charge": 1,
  "homo_energy_ev": [-11.7, -11.8]
}

---

[2]
{
  "formula": "C28H24AsF6GeNO2ReSSe",
  "method": "the ωB97M-V functional and the def2-TZVPD basis",
  "species": ["Re", "Se", "C", "C", "C", "C", "C", "C", "H", "H", "H", "H", "H", "S", "C", "N", "O", "C", "O", "C", "C", "Ge", "C", "C", "C", "C", "C", "C", "C", "C", "C", "C", "C", "C", "C", "C", "C", "C", "C", "C", "H", "H", "H", "H", "H", "H", "H", "H", "H", "H", "H", "H", "H", "H", "H", "H", "H", "H", "H", "F", "As", "F", "F", "F", "F", "F"],
  "positions_angstrom": [[-0.140169, -0.589592, -3.204155], [1.896789, 0.027216, -4.342473], [3.461471, -0.606857, -3.491947], [3.463767, -1.187197, -2.226019], [4.666701, -1.557955, -1.652802], [5.857040, -1.356728, -2.342825], [5.850523, -0.759954, -3.596968], [4.652375, -0.386389, -4.182316], [2.539180, -1.337982, -1.697043], [4.680044, -1.998681, -0.664102], [6.793906, -1.667953, -1.900109], [6.781207, -0.581663, -4.118691], [4.636720, 0.070828, -5.163625], [0.023073, 3.699663, -3.206414], [-0.869374, 2.297254, -2.854265], [-0.722549, 1.099322, -3.339399], [0.153442, -4.165356, -1.420809], [0.303885, -3.013239, -1.272397], [0.349553, -2.157328, -2.421528], [0.466895, -2.241537, 0.003098], [-0.885262, -1.671737, 0.469842], [-0.716645, -0.030262, 1.545094], [0.778901, -0.150343, 2.768738], [0.549519, -0.286531, 4.138668], [1.613531, -0.428674, 5.021678], [2.916261, -0.446704, 4.544417], [3.160028, -0.310132, 3.184277], [2.097054, -0.159628, 2.303009], [-0.472001, 1.464118, 0.271560], [-1.534478, 1.696207, -0.505005], [-1.506262, 2.756000, -1.563355], [-0.455863, 3.890784, -1.414003], [0.693803, 3.500665, -0.530028], [0.688444, 2.385084, 0.203615], [-2.426143, 0.268175, 2.390397], [-3.514846, -0.572248, 2.163725], [-4.719489, -0.348157, 2.822401], [-4.846839, 0.720679, 3.696615], [-3.771182, 1.572121, 3.920365], [-2.569356, 1.353542, 3.261715], [1.184893, -1.442549, -0.186717], [0.881925, -2.920906, 0.742227], [-1.419222, -2.415084, 1.060183], [-1.535248, -1.397135, -0.370261], [-0.466521, -0.284618, 4.517044], [1.423448, -0.527907, 6.082776], [3.743388, -0.566497, 5.232419], [4.177172, -0.323078, 2.812185], [2.305724, -0.050122, 1.242138], [-2.437199, 1.099743, -0.434912], [-2.504610, 3.142331, -1.779323], [-0.827157, 4.890258, -1.202976], [1.530961, 4.187998, -0.489227], [1.529788, 2.192856, 0.859669], [-3.444838, -1.400872, 1.468233], [-5.557242, -1.010991, 2.646239], [-5.790933, 0.901153, 4.194369], [-3.868199, 2.405006, 4.605770], [-1.734626, 2.025097, 3.437647], [-2.063120, -1.214083, -2.834934], [-4.020233, -1.046140, -2.874643], [-3.958469, -2.399880, -3.898335], [-3.685867, -0.010405, -4.196098], [-5.699686, -0.882054, -2.893110], [-3.769465, 0.308489, -1.837356], [-3.918296, -2.049461, -1.501946]],
  "atomic_forces_ev_per_a": [[-0.64, 0.85, -0.53], [-0.04, 0.04, 0.23], [0.07, -0.22, 0.05], [0.12, 0.06, -0.10], [0.04, 0.01, 0.00], [0.01, 0.01, 0.01], [0.02, -0.01, 0.02], [-0.03, -0.05, 0.01], [-0.04, -0.01, 0.05], [-0.01, -0.03, -0.03], [-0.01, 0.05, 0.01], [-0.02, -0.04, -0.02], [0.03, 0.00, 0.01], [0.01, -0.09, -0.07], [0.27, -0.22, 0.26], [-0.07, -0.01, -0.08], [-0.08, -0.33, -0.32], [0.11, 0.09, 0.39], [0.18, -0.02, 0.16], [-0.19, 0.22, -0.25], [0.05, 0.21, -0.05], [-0.06, -0.06, -0.02], [0.04, 0.02, 0.07], [0.10, -0.01, -0.04], [-0.05, 0.00, -0.03], [-0.01, 0.01, 0.00], [-0.03, -0.01, -0.06], [-0.01, -0.01, 0.11], [0.18, 0.13, -0.02], [0.08, -0.07, -0.08], [-0.01, -0.34, 0.05], [-0.02, 0.13, 0.13], [0.03, 0.03, -0.11], [-0.22, -0.09, 0.04], [0.03, 0.15, 0.17], [-0.03, 0.08, 0.11], [0.02, 0.01, -0.09], [0.00, 0.01, -0.02], [0.06, 0.04, -0.08], [-0.12, -0.18, 0.04], [0.06, 0.02, 0.10], [0.05, 0.02, 0.06], [-0.02, -0.07, -0.09], [0.06, -0.15, 0.03], [0.02, 0.01, 0.02], [0.01, -0.01, -0.02], [-0.01, 0.01, -0.01], [-0.02, 0.01, 0.01], [0.03, 0.01, 0.02], [0.06, 0.10, -0.01], [0.03, 0.05, -0.05], [-0.07, 0.00, -0.03], [-0.03, -0.01, 0.03], [0.02, -0.02, -0.06], [0.01, -0.01, 0.04], [0.00, 0.04, -0.01], [0.03, -0.03, 0.04], [-0.02, -0.01, -0.03], [-0.01, -0.01, 0.03], [0.42, -0.38, 0.16], [-0.42, 0.02, -0.13], [0.04, -0.07, -0.08], [-0.04, 0.11, -0.21], [0.03, 0.01, -0.02], [0.05, 0.20, 0.07], [-0.04, -0.18, 0.23]],
  "lowdin_charge": [1.4476, 0.8588, -0.5988, -0.1137, -0.0554, -0.0497, -0.0557, -0.1242, 0.0535, 0.1144, 0.1160, 0.1174, 0.1038, 1.1538, -0.5784, -0.2020, 0.2188, -0.4723, -0.3161, -0.1595, -0.2240, 1.0151, -0.2733, -0.0933, -0.0674, -0.0736, -0.0795, -0.1320, -0.2178, -0.0799, -0.2517, -0.3911, -0.0958, -0.0587, -0.2901, -0.0934, -0.0682, -0.0733, -0.0762, -0.1133, 0.0725, 0.1395, 0.0885, 0.0499, 0.0995, 0.1104, 0.1094, 0.1048, 0.0829, 0.0917, 0.1711, 0.1244, 0.1164, 0.0991, 0.0911, 0.1102, 0.1086, 0.1072, 0.1048, -0.4468, 0.7708, -0.1922, -0.2244, -0.1734, -0.2329, -0.2042],
  "spin_multiplicity": 3,
  "orbital_gap_ha": [0.1944, 0.2001],
  "s_squared": 2.066,
  "de_lowest_kj_mol": 200.4,
  "total_charge": 1,
  "homo_energy_ev": [-11.6, -11.6]
}

---

[3]
{
  "formula": "C28H24Br2IIrN4O7S",
  "method": "the ωB97M-V functional and the def2-TZVPD basis",
  "species": ["Ir", "C", "C", "C", "C", "C", "C", "Br", "C", "C", "Br", "C", "O", "C", "N", "H", "H", "H", "H", "H", "H", "C", "O", "C", "C", "C", "C", "C", "C", "O", "C", "O", "C", "H", "H", "H", "H", "H", "H", "H", "H", "H", "N", "C", "C", "C", "C", "C", "C", "S", "O", "O", "O", "H", "H", "H", "H", "H", "H", "I", "C", "C", "N", "N", "C", "H", "H", "H"],
  "positions_angstrom": [[-0.779334, -0.920034, 0.851630], [0.463270, -4.157359, 1.937611], [-0.010951, -3.346479, 3.148224], [0.106822, -3.753571, 4.488831], [-0.321686, -3.074615, 5.599448], [-0.790413, -1.759263, 5.351761], [-1.286480, -0.881680, 6.363338], [-1.180081, -1.252461, 8.227010], [-1.911914, 0.226385, 6.019793], [-2.060958, 0.594070, 4.665606], [-3.146682, 2.084906, 4.262276], [-1.559636, -0.183200, 3.655718], [-1.793071, 0.072493, 2.363590], [-0.848850, -1.373432, 4.015349], [-0.503895, -2.113467, 2.937987], [0.884610, -5.061016, 2.368971], [0.995044, -3.557335, 1.186360], [-0.396321, -4.621723, 1.404486], [0.459125, -4.798559, 4.542542], [-0.379962, -3.566698, 6.588602], [-2.455247, 0.810879, 6.688211], [2.990933, 0.248015, -5.639019], [2.555184, -0.655729, -4.583166], [2.517343, -0.235514, -3.331533], [3.083297, 0.982470, -2.849147], [2.857984, 1.285722, -1.492156], [2.048182, 0.502139, -0.629029], [1.817801, 0.892429, 0.764250], [2.358773, 2.159204, 1.359199], [1.145197, 0.236147, 1.548007], [1.526635, -0.702878, -1.170849], [0.628482, -1.508261, -0.488643], [1.834058, -1.101352, -2.440374], [2.551200, -0.154909, -6.514907], [4.107401, 0.340301, -5.658033], [2.529359, 1.205321, -5.418639], [3.586600, 1.641626, -3.545550], [3.270033, 2.246848, -1.071809], [3.476470, 2.155735, 1.330231], [1.823975, 2.330175, 2.313642], [2.249528, 3.112821, 0.772218], [1.336633, -1.986957, -2.800594], [-2.213185, 0.846016, -0.094675], [-1.417953, 1.815927, -0.889154], [-1.111417, 1.360835, -2.152638], [-0.242066, 2.090405, -2.894213], [0.368994, 3.260540, -2.378867], [0.062850, 3.699911, -1.109264], [-0.833060, 2.968868, -0.343826], [1.518490, 4.119495, -3.438080], [2.729815, 4.012227, -2.613397], [1.583129, 3.464372, -4.719378], [0.998497, 5.482320, -3.572115], [-3.054751, 0.569930, -0.624376], [-2.527099, 1.180143, 0.792927], [-1.584852, 0.414641, -2.384967], [0.096094, 1.808361, -3.907868], [0.454736, 4.596062, -0.761679], [-1.073702, 3.426364, 0.651543], [-5.632421, -1.364091, -3.150278], [-3.931464, -1.799347, -2.094685], [-2.717229, -1.991181, -2.757652], [-1.776155, -2.127170, -1.795471], [-2.299625, -2.234293, -0.546113], [-3.614896, -2.011953, -0.717844], [-2.480834, -2.047198, -3.876106], [-0.762826, -2.000153, -1.857904], [-4.317534, -1.902247, 0.114661]],
  "atomic_forces_ev_per_a": [[0.54, 0.15, 0.58], [-1.78, -0.41, 0.86], [-0.03, 2.25, -0.73], [0.33, -2.67, -0.33], [-0.06, 0.19, -0.53], [0.52, -0.98, 1.31], [0.76, -1.55, 0.48], [0.13, -0.34, -0.32], [-0.78, 1.18, -1.77], [-0.16, -0.09, -0.33], [0.15, -0.05, -0.05], [-0.10, 0.56, -0.76], [0.36, -0.31, 0.49], [-1.06, 0.84, -0.95], [0.60, -1.32, -0.07], [1.11, 0.16, -0.43], [0.32, -0.39, 0.58], [0.05, 0.73, 0.25], [-0.12, 0.59, 0.55], [0.30, 0.60, -0.68], [-0.40, 0.94, 1.36], [0.49, 0.38, 1.77], [0.33, -0.21, -0.95], [0.25, 0.53, 1.39], [-0.85, -1.16, 0.71], [0.25, 0.93, -0.02], [0.54, -0.01, -0.19], [0.47, 1.28, -1.28], [0.88, 1.65, -0.76], [-1.32, -1.18, 0.68], [-0.66, -0.17, 1.17], [-0.18, 0.75, -0.12], [-0.16, 0.66, -0.71], [0.03, -0.39, -0.92], [-1.00, -0.22, -0.13], [0.14, 0.42, -0.24], [-0.01, 0.16, 0.44], [-0.47, -1.16, -0.81], [-0.70, -0.41, 0.93], [0.98, -0.27, -0.29], [-0.61, -1.10, -0.02], [0.21, -0.23, -0.31], [0.25, 0.55, -1.23], [-0.22, -0.57, 1.94], [-0.52, -0.20, 0.86], [1.67, 1.01, -1.39], [-0.88, -1.28, -1.22], [-0.84, -1.45, -0.90], [-0.62, 0.33, 0.85], [0.54, 2.49, 0.79], [-0.15, 0.02, -0.42], [0.03, -1.34, -0.40], [0.14, -0.85, 0.59], [0.66, -0.02, 0.25], [-0.09, 0.56, 0.68], [0.24, 0.06, -0.73], [-0.44, 0.05, 0.61], [0.77, 1.47, 0.65], [-0.05, -1.04, -0.85], [-0.36, -0.04, 0.24], [1.34, -0.93, 0.19], [0.36, 0.46, -0.62], [-0.12, -0.81, -0.26], [-0.60, 1.17, -0.89], [-0.47, 0.46, -0.41], [-0.30, 0.36, 2.03], [-0.20, -0.45, 0.01], [0.54, -0.35, -0.25]],
  "lowdin_charge": [1.6079, -0.0099, -0.2621, -0.0203, 0.0126, -0.1694, -0.6141, 0.7838, -0.1904, -0.5813, 0.8050, -0.3691, -0.3042, -0.1565, 0.0679, 0.0716, 0.0718, 0.0936, 0.1213, 0.1148, 0.0773, -0.0070, -0.0645, -0.2670, 0.0200, 0.0124, -0.1042, -0.3866, -0.0025, -0.0594, -0.3006, -0.3149, 0.0503, 0.0797, 0.1171, 0.0697, 0.1089, 0.1253, 0.1084, 0.0995, 0.0965, 0.1214, 0.0299, -0.2712, -0.0545, -0.0411, -0.2425, -0.0587, -0.0159, 0.4158, -0.3663, -0.3464, -0.3454, 0.0971, 0.0531, 0.0934, 0.1197, 0.1046, 0.1344, 0.9025, -0.7980, -0.1653, -0.0302, -0.0647, -0.1901, 0.1567, 0.1090, 0.1209],
  "spin_multiplicity": 5,
  "orbital_gap_ha": [0.2540, 0.1961],
  "s_squared": 6.016,
  "total_charge": 0,
  "homo_energy_ev": [-7.9, -7.9]
}

---

no.,total energy (eV)
1,-141125.0606
2,-246974.9356
3,-211573.5068